Density functional theory data (ωB97M-V/def2-TZVPD) for the molecule C13H18O7.

HOMO level in eV: -8.785
Gap between HOMO and LUMO in eV: 9.35
Energy in eV: -28104.6416
Structure (SMILES): OCc1ccc(O[C@@H]2O[C@H](CO)[C@@H](O)[C@H](O)[C@H]2O)cc1
Energy relative to the best compared isomer or geometry (same formula, charge and spin) in kcal/mol: 0.8

Each atom is followed by the atoms it is bonded to, with distances in Å.
CARTESIAN COORDINATES (ANGSTROEM)
1 O 0.650 -6.008 -0.748  C2 1.408, H21 0.964
2 C -0.232 -5.228 -1.520  O1 1.408, C3 1.509, H22 1.096, H23 1.101
3 C -0.035 -3.742 -1.347  C2 1.509, C4 1.386, C20 1.391
4 C 0.401 -3.233 -0.134  C3 1.386, C5 1.385, H24 1.080
5 C 0.584 -1.873 0.052  C4 1.385, C6 1.389, H25 1.078
6 C 0.330 -0.997 -0.996  C5 1.389, O7 1.377, C19 1.394
7 O 0.459 0.372 -0.928  C6 1.377, C8 1.401
8 C 0.963 0.942 0.249  O7 1.401, O9 1.401, C17 1.538, H26 1.100
9 O 0.122 0.745 1.352  C8 1.401, C10 1.423
10 C -1.093 1.484 1.407  O9 1.423, C11 1.540, C13 1.541, H27 1.097
11 C -2.181 0.853 0.518  C10 1.540, O12 1.399, H28 1.094, H29 1.099
12 O -2.452 -0.469 0.890  C11 1.399, H30 0.968
13 C -0.895 2.980 1.092  C10 1.541, O14 1.411, C15 1.531, H31 1.103
14 O -1.460 3.820 2.075  C13 1.411, H32 0.962
15 C 0.603 3.293 1.040  C13 1.531, O16 1.404, C17 1.530, H33 1.102
16 O 0.842 4.639 0.718  C15 1.404, H34 0.965
17 C 1.248 2.425 -0.042  C8 1.538, C15 1.530, O18 1.400, H35 1.102
18 O 2.635 2.608 -0.081  C17 1.400, H36 0.967
19 C -0.115 -1.501 -2.218  C6 1.394, C20 1.379, H37 1.078
20 C -0.291 -2.858 -2.389  C3 1.391, C19 1.379, H38 1.080
21 H 1.554 -5.759 -0.966  O1 0.964
22 H -1.236 -5.509 -1.181  C2 1.096
23 H -0.150 -5.491 -2.585  C2 1.101
24 H 0.595 -3.913 0.683  C4 1.080
25 H 0.914 -1.508 1.011  C5 1.078
26 H 1.912 0.465 0.535  C8 1.100
27 H -1.391 1.378 2.457  C10 1.097
28 H -3.117 1.403 0.643  C11 1.094
29 H -1.874 0.913 -0.535  C11 1.099
30 H -1.617 -0.958 0.894  O12 0.968
31 H -1.329 3.217 0.106  C13 1.103
32 H -2.398 3.625 2.165  O14 0.962
33 H 1.049 3.047 2.016  C15 1.102
34 H 0.297 5.173 1.308  O16 0.965
35 H 0.798 2.685 -1.014  C17 1.102
36 H 2.794 3.561 -0.103  O18 0.967
37 H -0.310 -0.808 -3.021  C19 1.078
38 H -0.632 -3.237 -3.341  C20 1.080